Record 1
{"formula": "C24H28CsGeN3O11S", "method": "the ωB97M-V functional and the def2-TZVPD basis", "symbols": ["C", "O", "H", "H", "H", "H", "H", "N", "C", "H", "C", "H", "C", "H", "C", "O", "H", "H", "C", "C", "O", "H", "H", "C", "Ge", "O", "C", "C", "O", "C", "S", "C", "C", "H", "H", "C", "H", "H", "Cs", "O", "H", "O", "H", "H", "C", "H", "H", "H", "N", "C", "H", "O", "C", "H", "H", "H", "C", "C", "C", "C", "C", "O", "C", "N", "C", "O", "H", "O", "H"], "xyz": [[-3.50, 2.61, 2.55], [3.31, 1.72, 2.29], [4.85, 1.45, -1.52], [5.30, 0.42, 1.58], [-5.82, -1.97, 3.68], [-7.25, 0.14, 3.58], [3.19, -0.54, -4.99], [-3.30, 2.54, -2.68], [-3.63, 1.25, -2.97], [5.61, -5.10, 1.10], [6.14, -4.16, 1.00], [1.99, -2.25, 2.05], [-5.41, -1.01, 3.41], [-2.60, -1.65, 1.25], [-4.23, 0.96, -4.31], [-2.94, -1.40, -0.54], [-3.66, 4.46, 2.38], [2.88, 1.20, -4.76], [3.76, 1.56, -1.54], [-4.07, -0.89, 3.05], [-2.39, -2.27, 1.99], [3.50, 2.48, -2.07], [6.52, -4.09, -0.02], [-3.27, 0.54, -1.84], [3.03, 0.03, -2.49], [-4.30, 3.76, 2.51], [4.92, -0.60, 1.57], [-2.32, 3.84, -0.76], [1.66, 0.63, 0.88], [5.24, -2.99, 1.32], [2.46, 0.56, 2.10], [-5.60, 1.36, 3.04], [-3.24, -2.15, 3.01], [7.01, -4.19, 1.67], [-6.18, 2.28, 2.99], [3.89, -3.18, 1.58], [3.48, -4.18, 1.59], [-2.09, 3.60, 0.28], [-0.58, 0.99, 1.82], [1.66, 0.18, 3.25], [0.72, -0.86, -1.53], [-3.31, -3.01, 3.85], [5.02, -1.53, -2.16], [3.38, 1.62, -0.52], [-3.34, -0.92, -1.58], [-3.09, 4.61, -0.78], [6.79, -1.52, 1.11], [-3.46, 3.28, -3.35], [-2.77, 1.39, -0.88], [3.05, -2.10, 1.84], [-4.10, -1.14, -3.36], [-2.26, 2.77, 2.41], [-6.19, 0.18, 3.36], [0.42, 0.43, -2.81], [-1.42, 4.24, -1.24], [4.51, 0.54, -4.51], [3.96, -1.59, -1.93], [3.57, -0.81, 1.83], [5.74, -1.69, 1.32], [1.13, -0.25, -2.34], [-4.19, 1.41, 2.77], [-4.39, 1.94, -5.05], [3.45, 0.34, -4.39], [-3.45, 0.23, 2.73], [-2.78, 2.59, -1.42], [-3.83, -1.68, -2.53], [3.53, -2.45, -2.45], [-4.53, -0.25, -4.54], [3.84, -1.74, -0.85]], "e_homo_ha": [-0.1453, -0.0195], "gap_ev": [7.7, 4.3], "relative_energy_kcal_mol": 33.2, "charge": -2}

=====

Record 2
{"formula": "C24H28F2N6O8S", "method": "the ωB97M-V functional and the def2-TZVPD basis", "symbols": ["O", "N", "H", "H", "C", "H", "C", "C", "H", "C", "C", "H", "H", "C", "C", "H", "S", "C", "O", "C", "N", "C", "H", "C", "O", "H", "O", "C", "H", "C", "H", "N", "O", "O", "H", "H", "N", "C", "H", "H", "H", "C", "H", "H", "C", "H", "C", "C", "C", "F", "O", "C", "C", "N", "H", "H", "F", "H", "H", "O", "C", "H", "N", "H", "H", "C", "H", "H", "C"], "xyz": [[0.06, 5.80, -2.41], [2.35, -0.83, -1.62], [-2.72, 2.95, 6.37], [-2.74, 2.27, -2.21], [3.43, -3.16, -0.09], [2.08, -0.12, -2.30], [-2.26, 3.09, 5.39], [1.84, -0.54, -0.33], [0.83, -4.91, -2.63], [-1.12, 1.21, -1.22], [-1.03, 4.99, -2.50], [-1.04, 6.50, -4.85], [3.37, -0.85, -1.60], [0.82, 0.06, 2.15], [-0.52, 5.58, -4.60], [-2.56, 2.09, 0.12], [-4.09, -0.08, -2.38], [2.12, -4.86, 1.13], [0.38, 0.98, 5.15], [2.51, -0.99, 0.78], [-3.47, -3.20, -0.21], [1.97, -0.65, 2.07], [0.26, -4.08, 2.01], [0.63, 0.20, -0.25], [-1.36, 4.76, -3.80], [0.43, 0.32, 3.14], [0.04, -3.46, -0.65], [1.20, -3.77, -0.82], [1.67, -5.70, 0.58], [-4.53, -3.55, -0.82], [-0.83, 4.49, 4.50], [-3.06, -1.96, -0.58], [-0.01, 3.12, 5.79], [-1.68, 1.86, 4.96], [2.51, -0.99, 2.95], [-5.07, -4.48, -0.71], [2.10, -3.65, 0.29], [1.17, -4.61, 2.34], [-1.77, -0.56, -2.85], [-3.02, 3.43, 4.69], [4.22, -3.90, 0.13], [-1.62, 1.54, 0.07], [0.84, -5.58, 2.74], [4.16, -2.09, 1.69], [0.10, 0.51, 1.01], [1.66, -4.03, 3.13], [1.61, -4.28, -2.21], [-1.90, 1.61, -2.47], [0.65, 5.82, -3.69], [-1.19, 4.93, 6.42], [-1.61, 4.54, -1.57], [-1.06, 4.00, 5.44], [-2.44, 0.28, -3.09], [0.01, 0.56, -1.41], [3.12, -5.10, 1.51], [2.61, -4.74, -2.25], [1.21, 7.03, -3.90], [4.53, -1.27, 0.09], [-0.24, 5.07, -5.52], [-4.87, -2.52, -1.66], [3.79, -1.83, 0.69], [1.66, -3.39, -2.86], [-1.05, 1.22, 1.21], [-1.23, 2.05, -3.22], [-2.55, 0.38, -4.17], [-3.94, -1.57, -1.45], [3.53, -2.92, -1.16], [1.43, 5.05, -3.74], [-0.36, 1.89, 5.29]], "smiles": "CCN(CCc1ccc2ncc(CCSc3nnco3)nc2c1N)C(C)=O.O=C1OC[C@@H](F)O1.O=C1OC[C@@H](F)O1", "e_homo_ha": -0.2781, "gap_ev": 7.8, "charge": 0}

=====

Record 3
{"formula": "C24H28FN3OS", "method": "the ωB97M-V functional and the def2-TZVPD basis", "symbols": ["H", "H", "C", "H", "C", "C", "H", "C", "S", "C", "H", "H", "N", "C", "C", "C", "C", "H", "H", "H", "C", "H", "H", "H", "H", "C", "H", "N", "C", "H", "H", "H", "C", "H", "H", "C", "H", "C", "C", "H", "C", "H", "F", "C", "N", "H", "C", "C", "C", "C", "H", "C", "C", "H", "H", "H", "O", "H"], "xyz": [[-0.77, -0.31, -3.13], [-6.11, 1.41, 1.71], [2.82, -2.66, -0.08], [0.66, -0.91, 0.71], [-0.80, 1.19, -0.68], [6.10, 2.54, 0.62], [1.75, -3.75, -1.21], [-3.96, 1.11, -0.91], [4.27, -3.53, 0.60], [-4.36, 2.29, 1.64], [0.05, 1.36, -1.59], [2.46, 1.11, -0.05], [-1.43, -0.29, -0.90], [-0.08, -1.60, 0.38], [3.50, 1.56, 0.16], [1.43, -3.12, -0.40], [4.98, -1.89, 0.81], [0.82, -2.32, -2.62], [-2.36, -2.81, 2.04], [-2.13, -3.06, -0.51], [-5.32, 0.99, -0.16], [1.31, -3.90, 0.62], [-0.40, 1.29, 0.17], [-4.45, 2.85, 2.64], [-1.50, -1.75, -2.54], [-2.37, -1.88, 0.07], [1.35, -0.61, -1.65], [2.99, -1.13, 0.03], [0.58, -1.65, -1.82], [7.18, 2.83, 0.75], [3.05, 3.75, -0.25], [6.63, 0.55, 0.57], [-2.94, -2.30, 1.47], [6.04, -1.89, 1.08], [-2.35, 3.27, 1.09], [4.96, 3.40, 0.43], [-1.45, 3.25, -1.25], [-3.01, 1.93, -0.31], [4.22, -0.84, 0.22], [-3.27, -1.59, -0.56], [4.65, 0.71, 0.27], [-3.88, -2.91, 1.58], [5.35, 4.45, 0.24], [-0.83, -0.94, -2.27], [0.33, -2.20, -0.59], [-3.98, 0.62, -1.84], [-3.31, 2.65, 1.03], [3.74, 2.87, -0.08], [-1.99, 2.34, -1.23], [-5.34, 1.37, 1.20], [-1.55, -0.29, 1.09], [-1.46, -1.01, 0.22], [5.77, 1.12, 0.76], [-5.88, 0.14, -0.39], [-4.19, -0.62, 1.66], [-1.95, 2.13, -2.48], [-3.48, -1.15, 2.26], [-0.12, -2.16, 1.41]], "e_homo_ha": -0.2765, "gap_ev": 7.6, "relative_energy_kcal_mol": 467.4, "charge": 0}